# 1
{
  "formula": "C4H10O2PtS4Sb",
  "method": "ωB97M-V with the def2-TZVPD basis set",
  "total_charge": -1,
  "de_lowest_kj_mol": 0.00,
  "total_energy_ha": -2261.296382,
  "homo_lumo_gap_ha": 0.2311,
  "lumo_energy_ev": 2.23,
  "elements": ["Pt", "Sb", "S", "S", "S", "S", "O", "O", "C", "C", "C", "C", "H", "H", "H", "H", "H", "H", "H", "H", "H", "H"],
  "coordinates": [[-0.7959, -0.1561, -0.8448], [-2.3946, 2.3344, -1.7894], [-1.3942, 3.5925, -0.1741], [-0.7502, 0.8784, -2.8493], [-3.8992, 3.2157, -3.2206], [-3.0273, 0.2108, -0.7954], [-0.5225, -0.8395, 1.3195], [1.4027, -0.4002, -0.6815], [2.1400, -0.8980, -1.7906], [-1.4646, -0.2091, 2.1982], [1.7226, -1.0189, 0.5541], [0.8123, -0.4360, 1.6054], [0.8782, 0.6570, 1.5886], [-2.4446, -0.5897, 1.9310], [1.7889, -0.3505, -2.6611], [-1.2132, -0.4654, 3.2317], [2.7658, -0.8024, 0.8101], [-1.4561, 0.8727, 2.0454], [1.9588, -1.9686, -1.9201], [1.5869, -2.1039, 0.4799], [1.0999, -0.8090, 2.5949], [3.2064, -0.7142, -1.6320]],
  "forces_ev_per_a": [[0.0, 0.0, 0.1], [0.0, 0.0, 0.0], [0.0, 0.0, 0.0], [0.0, 0.0, 0.0], [0.0, 0.0, 0.0], [0.0, 0.0, 0.0], [0.0, 0.0, -0.1], [0.0, 0.0, 0.0], [0.0, 0.0, 0.0], [0.0, 0.0, 0.0], [0.0, 0.1, 0.1], [0.0, 0.0, 0.0], [0.0, 0.0, 0.0], [0.0, 0.0, 0.0], [0.0, 0.0, 0.0], [0.0, 0.0, 0.0], [0.0, 0.0, 0.0], [0.0, 0.0, 0.0], [0.0, 0.0, 0.0], [0.0, 0.0, 0.0], [0.0, 0.0, 0.0], [0.0, 0.0, 0.0]]
}

# 2
{
  "formula": "C22H50BN2O9",
  "method": "ωB97M-V with the def2-TZVPD basis set",
  "total_charge": -1,
  "total_energy_ha": -1679.735546,
  "homo_lumo_gap_ha": 0.2568,
  "lumo_energy_ev": 2.44,
  "elements": ["O", "O", "O", "O", "O", "O", "O", "O", "O", "N", "N", "C", "C", "C", "C", "C", "C", "C", "C", "C", "C", "C", "C", "C", "C", "C", "C", "C", "C", "C", "C", "C", "C", "B", "H", "H", "H", "H", "H", "H", "H", "H", "H", "H", "H", "H", "H", "H", "H", "H", "H", "H", "H", "H", "H", "H", "H", "H", "H", "H", "H", "H", "H", "H", "H", "H", "H", "H", "H", "H", "H", "H", "H", "H", "H", "H", "H", "H", "H", "H", "H", "H", "H", "H"],
  "coordinates": [[-0.0718, 1.3588, -0.9877], [0.0264, 5.3013, -0.9195], [4.2342, -1.1257, -0.6936], [-0.1406, 3.0992, -3.6547], [-5.4458, -1.7511, -3.4645], [-1.6558, -0.0402, -2.0263], [-2.8278, 2.4337, 0.5004], [0.7560, -0.6663, -0.1419], [3.2572, -0.8206, 4.4509], [1.9780, -2.3967, 6.5570], [-2.6178, -2.6382, -3.4032], [-1.1908, 2.2798, -3.0898], [5.2830, -0.3869, -0.1140], [-3.3283, 1.3579, -0.2581], [4.5966, -0.4410, 4.6784], [-2.8358, 0.0041, 0.0923], [2.9240, -2.9938, 5.6112], [3.0278, -2.2069, 4.3013], [-4.2331, 2.0477, 0.6583], [-6.2135, -2.2760, -4.5205], [0.7371, 4.6145, -1.9399], [4.2568, -3.2182, 6.3189], [-0.3391, 4.5409, 0.2279], [-0.1033, 4.4289, -3.2168], [0.3831, 5.0629, 1.4646], [-3.7172, -3.4806, -2.9538], [3.0432, -1.1843, 0.0863], [2.0376, -0.0892, -0.2611], [-0.3023, 0.3095, -0.1453], [-4.9642, -2.6954, -2.5274], [-3.9937, -4.5535, -4.0056], [-1.5620, -0.3937, -0.6692], [5.0919, 1.1244, -0.2183], [-0.5840, 0.9635, -2.3673], [-2.6468, 0.0045, 1.1714], [2.2320, -1.4206, 6.6820], [-0.1976, 4.8568, 2.3679], [1.3708, 4.6110, 1.5825], [5.0430, -3.4909, 5.6125], [0.3101, 0.4514, -3.0448], [4.1581, -4.0193, 7.0509], [-2.9574, -2.0150, -4.1311], [6.0498, 1.6460, -0.1645], [-0.1290, 3.4838, 0.0523], [1.0513, -2.3752, 6.1436], [2.0691, -2.2818, 3.7829], [5.2883, -1.0720, 4.1087], [-3.4652, 1.5251, -1.3275], [-1.8853, 2.0158, -3.9011], [1.0278, 3.6120, -1.6107], [4.7008, 0.5886, 4.3377], [-2.3271, -1.9903, -2.6719], [-6.8427, -3.1079, -4.1803], [-3.3764, -3.9931, -2.0460], [-4.8521, 2.8706, 0.3188], [-5.7769, -3.3855, -2.2501], [1.6489, 5.1868, -2.1447], [-3.1683, -5.2648, -4.0294], [4.6098, 1.3584, -1.1696], [-4.9163, -5.1012, -3.7973], [2.1279, 0.7675, 0.4209], [3.3261, -1.1345, 1.1471], [2.5838, -2.1530, -0.1150], [3.7907, -2.6454, 3.6424], [2.2231, 0.2660, -1.2791], [5.4072, -0.6813, 0.9404], [4.4392, 1.5097, 0.5678], [-6.8572, -1.4738, -4.8822], [-5.5975, -2.6251, -5.3538], [-3.6261, -0.7159, -0.1392], [-0.4141, 0.6849, 0.8861], [0.5141, 6.1444, 1.3814], [4.5731, -2.3241, 6.8572], [2.5274, -3.9765, 5.3348], [-1.4220, 4.6138, 0.3594], [-1.4311, -1.4825, -0.5875], [-4.4146, 1.6495, 1.6513], [6.1930, -0.6902, -0.6376], [0.3006, 5.0240, -4.0440], [-4.0692, -4.1151, -5.0012], [4.8716, -0.4869, 5.7360], [-1.7561, 2.8816, -2.3623], [-1.1084, 4.8104, -2.9910], [-4.7061, -2.1091, -1.6434]],
  "forces_ev_per_a": [[0.0, -0.2, -0.1], [0.1, 0.1, 0.0], [0.0, -0.1, 0.1], [-0.1, 0.1, -0.2], [0.0, 0.0, 0.0], [-0.1, 0.0, 0.2], [-0.2, 0.0, 0.1], [0.0, 0.0, 0.0], [0.0, 0.0, 0.1], [0.0, 0.0, -0.1], [-0.2, 0.1, 0.1], [0.0, -0.1, 0.1], [0.1, 0.1, 0.1], [-0.7, 0.0, -0.5], [0.0, 0.0, -0.1], [0.4, -0.3, 0.1], [0.0, 0.0, 0.1], [-0.1, 0.0, -0.2], [1.1, 1.0, 0.3], [0.0, 0.0, 0.0], [0.0, -0.2, 0.0], [0.0, 0.0, 0.0], [-0.1, -0.1, -0.1], [-0.1, 0.0, 0.0], [0.0, 0.0, 0.0], [0.1, 0.0, -0.1], [0.2, 0.1, 0.0], [0.0, -0.1, 0.1], [0.0, 0.2, 0.0], [0.0, 0.0, 0.1], [0.0, 0.0, 0.0], [-0.1, -0.1, -0.3], [-0.2, 0.0, 0.0], [0.1, 0.0, 0.0], [-0.1, -0.3, 0.0], [0.0, 0.0, 0.0], [0.1, -0.1, 0.0], [0.0, 0.0, 0.0], [0.0, 0.0, 0.0], [0.0, 0.0, 0.0], [0.0, 0.0, 0.0], [0.0, -0.1, -0.1], [0.0, 0.0, 0.0], [0.0, 0.0, 0.1], [0.0, 0.0, 0.0], [0.0, 0.0, 0.0], [0.0, 0.0, 0.0], [0.2, 0.2, 0.2], [0.0, 0.0, 0.0], [0.0, 0.0, 0.0], [0.0, 0.0, 0.0], [0.2, 0.0, -0.1], [0.0, 0.0, 0.0], [-0.1, 0.0, 0.0], [-0.4, -0.4, 0.0], [0.0, 0.0, 0.0], [0.0, 0.0, 0.0], [0.0, 0.0, 0.0], [0.2, 0.0, 0.0], [0.0, 0.0, 0.0], [0.0, 0.0, -0.1], [-0.2, -0.1, 0.0], [0.0, 0.1, 0.0], [0.0, 0.0, 0.0], [-0.1, 0.0, 0.0], [0.0, 0.0, 0.0], [0.0, 0.0, 0.0], [0.0, 0.0, 0.0], [0.0, 0.0, 0.0], [0.0, 0.0, 0.1], [0.1, 0.0, 0.0], [-0.1, 0.0, 0.0], [0.0, 0.0, 0.0], [0.0, 0.0, 0.0], [0.0, 0.1, 0.0], [0.1, 0.0, 0.2], [-0.3, -0.1, -0.1], [-0.1, 0.0, -0.1], [0.1, 0.0, 0.1], [0.0, 0.0, 0.0], [0.0, 0.0, 0.0], [0.0, 0.0, 0.0], [0.0, 0.0, -0.1], [0.0, 0.0, 0.0]]
}

# 3
{
  "formula": "C3H5ClS",
  "method": "ωB97M-V with the def2-TZVPD basis set",
  "smiles": "S=CCCCl",
  "de_lowest_kj_mol": 71.59,
  "total_energy_ha": -975.629458,
  "homo_lumo_gap_ha": 0.3107,
  "lumo_energy_ev": -0.35,
  "elements": ["Cl", "S", "C", "C", "C", "H", "H", "H", "H", "H"],
  "coordinates": [[1.9637, 1.2204, 0.0712], [-2.5652, 0.7012, 0.2946], [1.0336, -0.2518, 0.5663], [-0.3179, -0.5662, -0.4005], [-1.0924, 0.6783, -0.3845], [-0.8023, -1.5045, 0.0944], [1.5886, -1.1631, 0.4114], [-0.6092, 1.6008, -0.6984], [0.2061, -0.8372, -1.4196], [0.5951, 0.1221, 1.4651]],
  "forces_ev_per_a": [[0.0, -0.7, -0.3], [0.2, 0.4, -0.3], [-2.5, 0.6, -2.5], [3.5, -1.2, 0.0], [-1.4, -0.5, 0.6], [0.6, 1.9, -1.1], [0.6, 0.1, 1.0], [0.0, -0.2, -0.2], [-1.4, 0.5, 1.7], [0.3, -1.0, 1.1]]
}

# 4
{
  "formula": "C21H36EuP2Te",
  "method": "ωB97M-V with the def2-TZVPD basis set",
  "spin_multiplicity": 8,
  "de_lowest_kj_mol": 0.00,
  "total_energy_ha": -2482.675308,
  "s_squared": 15.7625,
  "homo_lumo_gap_ha": [0.2315, 0.2331],
  "lumo_energy_ev": [-0.05, -0.04],
  "elements": ["Eu", "Te", "P", "P", "C", "C", "C", "C", "C", "C", "C", "C", "C", "C", "C", "C", "C", "C", "C", "C", "C", "C", "C", "C", "C", "H", "H", "H", "H", "H", "H", "H", "H", "H", "H", "H", "H", "H", "H", "H", "H", "H", "H", "H", "H", "H", "H", "H", "H", "H", "H", "H", "H", "H", "H", "H", "H", "H", "H", "H", "H"],
  "coordinates": [[0.1278, 1.5566, 2.1191], [0.6326, 0.5701, 5.0061], [0.5141, -1.1479, 1.2454], [-0.6705, 1.3725, -0.5489], [-0.7677, 3.9622, 2.3014], [1.0023, 4.7307, 6.2894], [0.4129, -1.2792, -4.6257], [-1.6136, -2.7594, -4.3619], [-0.3267, 5.0944, 6.5968], [-1.1018, 2.8314, 6.1117], [-0.0761, -2.6117, 2.1345], [-0.0714, -1.4223, -0.5018], [2.2993, -1.4496, 1.1062], [-2.4568, 1.3125, -0.8324], [-0.0449, -0.1708, -1.3841], [-0.8728, -1.4503, -4.2959], [0.2329, 2.4856, 5.7579], [1.3537, -3.4532, -2.7740], [1.2965, 3.4130, 5.8702], [-1.3590, 4.1528, 6.5183], [-0.7774, -4.0222, -4.0214], [0.0866, -3.8712, -2.7897], [1.3432, -2.3616, -5.1223], [2.1445, -3.0739, -3.9982], [-0.0605, 2.7510, -1.5571], [-2.3861, 4.4484, 6.7723], [-1.5064, -4.8185, -3.7922], [2.7774, -0.6775, 0.4798], [1.0408, 2.7861, -1.5069], [0.9767, 0.0402, -1.7403], [-2.4704, -2.7177, -3.6654], [0.3753, -3.5105, 1.6947], [1.9527, -3.5161, -1.8579], [-0.6792, -0.3237, -2.2641], [-0.5432, 6.1207, 6.9173], [-1.3971, 4.0899, 3.2009], [-2.9072, 0.4818, -0.2614], [-2.0394, -2.9042, -5.3729], [0.8398, -3.1028, -5.7678], [0.5666, -2.2019, -0.9474], [-0.4031, 2.6242, -2.5941], [-1.3383, 4.2298, 1.3911], [-1.0947, -1.8312, -0.4300], [0.8476, -0.2735, -4.6689], [2.4632, -2.4489, 0.6670], [-1.5107, -0.5834, -4.1022], [2.3065, 3.0944, 5.6095], [2.0915, -1.8572, -5.7575], [-1.8769, 2.0672, 6.0261], [0.1157, 4.6206, 2.4048], [2.9750, -2.4110, -3.6965], [-2.6502, 1.1878, -1.9095], [-1.1717, -2.6529, 2.0705], [-0.2149, -4.3646, -4.9085], [2.6076, -3.9750, -4.4440], [-2.9037, 2.2539, -0.4686], [-0.3825, -4.2732, -1.8797], [-0.4588, 3.6809, -1.1189], [0.2134, -2.5044, 3.1893], [1.7964, 5.4676, 6.3709], [2.7411, -1.4044, 2.1171]],
  "forces_ev_per_a": [[0.4, 1.6, 2.1], [0.2, -0.9, 0.1], [-0.5, 0.0, -0.6], [0.4, -0.7, -0.1], [0.0, -0.4, -0.3], [-0.6, -0.7, -0.1], [-0.5, 0.0, -0.4], [-0.1, -0.3, 0.2], [0.5, -0.2, 0.0], [1.3, 0.7, -0.2], [0.1, -0.2, 0.0], [0.2, -0.4, 0.4], [0.4, -0.2, 0.1], [-0.4, 0.1, -0.2], [-0.3, 0.5, -0.1], [0.3, 0.1, -0.9], [-0.3, 0.6, 0.2], [0.0, -0.8, -0.3], [-1.3, 0.5, 0.2], [-0.1, -0.4, 0.0], [-0.4, -0.3, 0.0], [0.2, -0.6, 0.0], [0.5, 0.1, -0.2], [0.1, 0.3, -0.3], [-0.2, 0.1, -0.4], [0.5, -0.1, -0.1], [0.3, 0.2, -0.2], [-0.1, -0.3, 0.2], [-0.4, 0.0, -0.1], [-0.3, -0.1, 0.1], [0.3, 0.0, -0.3], [-0.2, 0.0, 0.2], [-0.4, 0.1, -0.1], [0.4, -0.1, 0.2], [0.1, -0.5, -0.2], [0.1, 0.1, -0.4], [0.2, 0.3, -0.3], [0.1, 0.2, 0.4], [0.2, 0.6, 0.3], [-0.5, 0.4, 0.1], [0.2, 0.3, 0.1], [0.1, 0.3, 0.4], [0.3, 0.1, -0.1], [-0.3, -0.2, 0.3], [0.2, 0.4, 0.1], [0.3, -0.1, 0.1], [-0.3, 0.2, 0.1], [-0.3, -0.3, 0.1], [0.2, 0.4, 0.1], [-0.4, 0.0, -0.1], [-0.3, -0.3, -0.1], [-0.2, 0.0, 0.3], [0.3, -0.1, 0.1], [-0.2, 0.1, 0.6], [-0.1, 0.3, 0.3], [0.1, -0.4, -0.2], [0.3, 0.5, -0.2], [0.2, -0.3, -0.3], [-0.1, -0.1, -0.3], [-0.1, -0.1, 0.0], [-0.1, 0.0, -0.4]]
}